Entry 1:
16
Properties=species:S:1:pos:R:3:nbo_charge:R:1 method="wB97M-V/def2-TZVPD" charge=+1 de_lowest_kj_mol=295.8 gap_ev=11.4 smiles="C=NC/C(O)=[NH+]/C" spin_multiplicity=1
C -0.431 -2.172 -0.771 -0.011
N -0.462 -1.115 -1.487 -0.405
C 0.815 -0.343 -1.292 -0.356
C 0.542 0.439 -0.031 0.696
O 1.472 0.737 0.809 -0.624
N -0.651 0.794 0.238 -0.492
C -0.864 1.615 1.469 -0.414
H -1.308 -2.869 -0.922 0.207
H 0.250 -2.549 -0.137 0.161
H 0.939 0.421 -2.040 0.265
H 1.581 -1.177 -1.140 0.239
H 2.321 0.258 0.831 0.545
H -1.223 0.575 -0.614 0.471
H -1.095 0.905 2.149 0.224
H -1.811 2.169 1.176 0.241
H -0.076 2.311 1.762 0.254


Entry 2:
13
Properties=species:S:1:pos:R:3:nbo_charge:R:1 method="wB97M-V/def2-TZVPD" charge=0 de_lowest_kj_mol=605.4 gap_ev="7.5 / 7.6" spin_multiplicity=1
C 1.085 -0.656 0.849 -0.618
C 0.496 0.934 -0.477 -0.010
C 0.541 -0.563 -0.523 -0.344
C -1.021 -0.454 -0.460 0.024
N -1.413 0.086 0.780 -0.549
C -0.902 1.101 -0.112 -0.153
H 2.116 -0.394 0.994 0.208
H 0.830 -1.511 1.450 0.209
H 1.077 1.646 -1.056 0.222
H 0.935 -1.113 -1.383 0.200
H -1.724 -0.881 -1.174 0.222
H -0.483 -0.171 1.425 0.359
H -1.521 1.972 -0.313 0.230


Entry 3:
16
Properties=species:S:1:pos:R:3:nbo_charge:R:1 method="wB97M-V/def2-TZVPD" charge=0 de_lowest_kj_mol=177.9 gap_ev=12.3 smiles=CC.CC spin_multiplicity=1
C 0.004 1.991 -0.775 -0.615
C -1.402 2.572 -0.371 -0.602
H -0.138 1.684 -1.854 0.202
H 0.753 2.833 -0.693 0.215
H 0.194 1.041 -0.258 0.203
H -1.457 2.283 0.588 0.197
H -1.398 3.617 -0.313 0.199
H -2.238 2.235 -0.850 0.200
C 1.392 -2.275 0.294 -0.604
C 0.079 -2.256 0.881 -0.608
H 1.255 -3.161 -0.533 0.196
H 1.384 -1.320 -0.229 0.207
H 2.178 -2.340 0.971 0.205
H -0.117 -2.974 1.747 0.199
H -0.325 -1.256 1.192 0.203
H -0.527 -2.834 0.057 0.203


Entry 4:
8
Properties=species:S:1:pos:R:3:nbo_charge:R:1 method="wB97M-V/def2-TZVPD" charge=0 de_lowest_kj_mol=114.3 gap_ev=9.6 spin_multiplicity=1
C -1.386 1.702 -0.679 0.846
C -0.451 -0.545 1.888 0.883
N -0.870 0.973 0.134 -0.397
N -1.287 0.095 1.050 -0.422
O -1.664 2.477 -1.507 -0.488
O 0.088 -1.249 2.597 -0.422
Br 3.117 -1.438 -2.305 -0.200
H 2.453 -2.014 -1.177 0.200


Q: Look up the charge of the fourth one.
A: 0


Q: Among the records above, which one has the highest charge?
A: C4H9N2O


Q: Which value of charge does entry 1 give?
A: +1